[1]
Density functional theory data (wB97M-V/def2-TZVPD) for the molecule C6H9N.

Each line ends with the Löwdin charge.
Geometry (Å):
C -1.315 0.034 1.454  -0.0401
C -0.440 -0.156 0.252  -0.3844
C -0.094 -1.448 -0.417  -0.0554
C 1.000 -0.621 0.199  -0.1424
C 1.383 0.659 -0.620  -0.1889
N 0.620 0.815 -1.784  0.0298
C -0.051 1.111 -0.594  -0.1816
H -1.008 0.946 1.982  0.0787
H -1.241 -0.801 2.159  0.0800
H -2.369 0.154 1.170  0.0788
H -0.345 -2.334 0.167  0.1077
H -0.174 -1.590 -1.492  0.1005
H 1.592 -0.993 1.030  0.1274
H 2.254 1.271 -0.390  0.1322
H 0.604 0.850 -2.783  0.1200
H -0.416 2.104 -0.332  0.1377

Cartesian forces (eV/Å) of the 6 atoms listed first:
C -0.013 0.007 0.036
C -0.102 0.008 0.141
C -0.089 -0.037 -0.121
C 0.157 -0.044 0.166
C 0.308 0.075 0.147
N -0.057 -0.184 -0.196

Properties
Largest force on an atom, Eh/bohr: 0.0068
SMILES: C[C@]12C[C@H]1[C@H]1N[C@H]12
Energy above the lowest of the compared OMol25 structures with the same formula, charge and spin, kcal per mole: 96.7
E, Eh: -288.62796
Spin multiplicity: 1
E_HOMO, eV: -8.3

---

[2]
Density functional theory data (wB97M-V/def2-TZVPD) for a structure of composition C4H10N2O4S in a non-equilibrium geometry.

Each line ends with the Löwdin charge.
Geometry (Å):
C 1.328 -0.702 -0.696  -0.4671
C 1.998 -2.011 -0.982  0.0315
C -1.933 -0.136 1.674  0.0838
C -0.351 0.414 0.695  -0.4580
N 0.342 -0.702 0.228  0.0761
N 0.434 1.415 1.341  0.0874
O -2.145 2.193 -0.412  -0.2823
O 1.813 0.363 -1.157  0.0109
O -1.692 -0.001 -1.623  -0.3043
O -0.153 1.879 -1.641  -0.2024
S -1.282 1.121 -0.780  0.6345
H 1.815 -2.485 -0.075  0.0551
H 3.120 -1.788 -1.120  0.1387
H 1.422 -2.483 -1.771  0.1010
H -1.727 -0.100 2.727  0.0501
H -2.734 0.409 1.407  -0.0105
H -2.107 -1.172 1.254  0.0761
H -0.099 -1.601 0.111  0.1465
H -0.174 2.218 1.380  0.0862
H 0.777 1.478 -1.550  0.0458
H 1.351 1.689 0.990  0.1008

Cartesian forces (eV/Å) of the 6 atoms listed first:
C 2.510 3.388 -0.795
C 0.698 1.752 -0.566
C 5.236 -2.587 -1.791
C -3.636 0.800 0.651
N 0.622 -1.960 -0.456
N -0.857 -0.414 0.474

Properties
Largest force on an atom, Eh/bohr: 0.1188
Energy above the lowest of the compared OMol25 structures with the same formula, charge and spin, kcal per mole: 19.4
E, Eh: -967.01762
Spin multiplicity: 1
E_HOMO, eV: -9.5

---

[3]
Density functional theory data (wB97M-V/def2-TZVPD) for a structure of composition C2H3CuO2 in a non-equilibrium geometry.

Each line ends with the Löwdin spin population.
Geometry (Å):
C -0.695 -0.389 0.354  0.1055
C -1.791 0.178 -0.129  0.0845
O -2.731 0.764 -0.458  0.0446
H -0.653 -0.578 1.429  0.0054
Cu 1.051 1.266 0.254  1.4461
O 1.944 -0.091 -0.534  0.2936
H -0.025 -1.030 -0.344  0.0008
H 2.901 -0.121 -0.571  0.0194

Cartesian forces (eV/Å) of the 6 atoms listed first:
C 1.475 -1.285 -1.112
C -0.845 0.624 0.283
O 0.842 -0.559 -0.019
H -0.129 0.079 -0.364
Cu -0.027 0.015 0.059
O -0.169 -0.407 -0.240

Properties
Largest force on an atom, Eh/bohr: 0.0438
Energy above the lowest of the compared OMol25 structures with the same formula, charge and spin, kcal per mole: 0.0
E, Eh: -1868.80403
Spin multiplicity: 3
E_HOMO (alpha / beta), eV: -6.6 / -10.3